The following is a quantum chemistry calculation of a structure of composition C46H58CsGeN4O3S2 at a distorted geometry, from the Open Molecules 2025 dataset.

Structure (XYZ):
```
115
C46H58CsGeN4O3S2 | the Open Molecules 2025 dataset | ωB97M-V/def2-TZVPD
Cs 1.114 -0.930 0.334
C -0.491 -0.381 -3.721
C -1.059 -1.546 -3.109
C 0.013 -2.452 -2.890
C 1.185 -1.792 -3.375
C 0.880 -0.522 -3.888
C 1.797 0.465 -4.602
C 3.261 0.158 -4.304
C 1.572 0.365 -6.121
C 1.490 1.898 -4.160
C 0.052 -3.925 -2.436
C -0.735 -4.244 -1.153
C 1.493 -4.367 -2.150
C -0.452 -4.824 -3.585
C -2.542 -1.609 -2.713
C -3.293 -0.408 -3.311
C -2.719 -1.517 -1.195
C -3.284 -2.847 -3.246
H -1.041 0.523 -3.996
H 2.187 -2.219 -3.349
H 3.539 -0.837 -4.667
H 3.444 0.204 -3.233
H 3.915 0.895 -4.794
H 1.811 -0.643 -6.475
H 2.209 1.086 -6.666
H 0.526 0.576 -6.365
H 1.601 1.974 -3.078
H 0.465 2.187 -4.428
H 2.181 2.614 -4.634
H -0.364 -3.652 -0.308
H -0.582 -5.297 -0.885
H -1.805 -4.085 -1.240
H 1.977 -3.791 -1.361
H 2.106 -4.325 -3.055
H 1.487 -5.411 -1.807
H -1.491 -4.605 -3.864
H -0.389 -5.889 -3.299
H 0.177 -4.668 -4.467
H -2.895 0.539 -2.936
H -4.355 -0.458 -3.027
H -3.225 -0.401 -4.402
H -2.309 -0.570 -0.834
H -2.210 -2.332 -0.660
H -3.786 -1.541 -0.926
H -3.141 -2.929 -4.327
H -4.364 -2.751 -3.047
H -2.956 -3.775 -2.793
N 3.379 1.624 2.258
C 4.247 1.186 3.362
C 4.601 -0.315 3.284
O 4.919 -0.855 4.391
N 4.524 -0.820 2.067
C 4.607 -2.271 1.958
C 3.259 -2.814 1.463
O 3.211 -3.637 0.514
O 2.211 -2.329 2.015
H 2.968 2.530 2.456
H 2.626 0.952 2.171
H 3.801 1.320 4.355
H 5.167 1.778 3.333
H 4.873 -2.751 2.913
H 5.370 -2.558 1.220
C -1.947 3.287 -0.920
C -0.541 3.739 -1.091
N 0.497 2.995 -0.844
C 1.666 3.680 -1.129
C 1.486 4.953 -1.574
S -0.180 5.322 -1.657
C 2.992 3.056 -0.998
C 4.137 3.787 -0.903
S 5.484 2.742 -0.793
C 4.438 1.376 -0.893
N 3.175 1.678 -0.984
C 4.965 -0.011 -0.799
H -1.936 2.366 -0.353
H -2.422 3.100 -1.884
H -2.546 4.018 -0.380
H 2.248 5.658 -1.885
H 4.232 4.867 -0.860
H 6.025 -0.062 -1.064
H 4.396 -0.671 -1.458
H 4.815 -0.351 0.245
C -1.735 -1.889 3.206
Ge -1.661 -0.103 2.383
C -3.572 0.333 2.123
C -4.497 -0.639 1.746
C -5.824 -0.311 1.494
C -6.251 1.005 1.614
C -5.342 1.987 1.997
C -4.020 1.649 2.242
C -1.155 1.156 3.824
C 0.011 1.861 3.608
C 0.555 2.739 4.571
C -0.088 2.932 5.752
C -1.305 2.252 6.030
C -1.984 2.457 7.259
C -3.147 1.802 7.543
C -3.692 0.902 6.604
C -3.064 0.685 5.410
C -1.847 1.351 5.074
H -2.386 -1.873 4.074
H -0.726 -2.191 3.502
H -2.096 -2.628 2.487
H -4.187 -1.676 1.652
H -6.522 -1.084 1.202
H -7.283 1.264 1.415
H -5.663 3.012 2.111
H -3.326 2.423 2.560
H 0.561 1.737 2.676
H 1.493 3.235 4.361
H 0.320 3.597 6.504
H -1.552 3.148 7.973
H -3.648 1.969 8.487
H -4.617 0.383 6.828
H -3.496 0.008 4.698
```

Summary:
spin multiplicity: 2
total charge: -2
Kohn-Sham gap (alpha / beta): 4.70 / 3.60 eV
expectation value of S²: 0.753
DFT total energy: -5125.84223 Ha
relative energy (zero: lowest compared OMol25 entry of this formula, charge and spin): 116.2 kJ/mol


The following is a quantum chemistry calculation of a structure of composition C46H58N4PPd at a distorted geometry, from the Open Molecules 2025 dataset.

Structure (XYZ):
```
110
C46H58N4PPd | the Open Molecules 2025 dataset | ωB97M-V/def2-TZVPD
Pd 0.195 -0.117 -0.443
C 5.051 -1.728 -3.749
C 4.471 -0.463 -3.725
C 3.160 -0.298 -3.338
C 2.363 -1.422 -3.039
C 2.961 -2.707 -3.091
C 4.290 -2.847 -3.418
N 1.059 -1.261 -2.665
C 0.121 -2.074 -3.140
C 0.299 -2.909 -4.283
C -0.694 -3.753 -4.704
C -1.938 -3.794 -4.049
C -2.188 -2.947 -2.999
C -1.191 -2.063 -2.535
N -1.421 -1.215 -1.514
N -2.580 -1.056 -1.039
C -2.768 -0.401 0.125
C -4.072 -0.102 0.549
C -4.249 0.432 1.809
C -3.138 0.613 2.628
C -1.878 0.331 2.121
N -1.687 -0.134 0.897
H 6.092 -1.839 -4.010
H 5.052 0.397 -4.018
H 2.712 0.682 -3.350
H 2.372 -3.567 -2.804
H 4.747 -3.825 -3.413
H 1.222 -2.834 -4.842
H -0.526 -4.389 -5.560
H -2.705 -4.469 -4.394
H -3.146 -2.929 -2.502
H -4.897 -0.315 -0.113
H -5.238 0.680 2.163
H -3.243 0.960 3.643
H -0.988 0.470 2.727
C -4.320 4.452 0.702
C -3.610 4.172 -0.612
C -3.310 5.492 -1.357
C -2.329 3.424 -0.476
C -1.745 2.835 -1.601
C -0.487 2.259 -1.598
C 0.023 1.781 -2.950
C 0.606 2.944 -3.770
C -1.087 1.135 -3.795
C 0.274 2.239 -0.362
C -0.297 2.941 0.749
C -1.586 3.434 0.700
C 0.584 3.374 1.883
C 1.246 4.704 1.482
C -0.128 3.557 3.222
C 1.752 1.884 -0.401
C 2.563 2.735 -1.156
C 3.882 2.436 -1.453
C 4.426 1.232 -1.032
C 3.686 0.399 -0.216
C 2.382 0.729 0.177
P 1.796 -0.170 1.712
C 2.988 0.349 3.184
C 2.964 1.839 3.477
C 4.427 -0.007 2.826
C 2.484 -0.402 4.412
C 1.854 -2.106 1.557
C 3.121 -2.855 1.966
C 0.669 -2.571 2.415
C 1.586 -2.496 0.105
H -5.314 4.841 0.505
H -3.794 5.209 1.279
H -4.416 3.552 1.304
H -4.275 3.597 -1.269
H -2.614 6.095 -0.780
H -4.232 6.049 -1.484
H -2.880 5.309 -2.338
H -2.296 2.874 -2.526
H 0.812 1.035 -2.790
H -0.057 3.804 -3.730
H 0.696 2.633 -4.808
H 1.590 3.248 -3.431
H -1.698 1.891 -4.281
H -1.737 0.500 -3.197
H -0.637 0.536 -4.581
H -1.989 3.944 1.557
H 1.367 2.620 1.983
H 0.498 5.484 1.375
H 1.784 4.624 0.542
H 1.948 5.008 2.252
H -0.820 4.394 3.197
H 0.601 3.799 3.990
H -0.670 2.662 3.523
H 2.143 3.669 -1.498
H 4.474 3.127 -2.033
H 5.433 0.957 -1.302
H 4.135 -0.511 0.156
H 3.249 2.438 2.613
H 3.710 2.035 4.246
H 2.012 2.165 3.882
H 4.841 0.695 2.105
H 4.568 -1.017 2.469
H 5.011 0.084 3.742
H 1.423 -0.226 4.587
H 3.016 -0.032 5.286
H 2.668 -1.469 4.360
H 3.411 -2.705 2.999
H 3.957 -2.633 1.306
H 2.911 -3.920 1.865
H 0.813 -2.352 3.469
H 0.566 -3.651 2.329
H -0.264 -2.111 2.080
H 2.409 -2.193 -0.544
H 0.627 -2.061 -0.245
H 1.485 -3.580 0.041
```

Summary:
spin multiplicity: 5
total charge: +3
Kohn-Sham gap (alpha / beta): 6.08 / 5.00 eV
expectation value of S²: 6.145
DFT total energy: -2474.84267 Ha
relative energy (zero: lowest compared OMol25 entry of this formula, charge and spin): 70.7 kJ/mol